Record 1
This record from the OMol25 dataset describes the molecule C6H3F3N2S in a non-equilibrium geometry. The level of theory is the ωB97M-V functional and the def2-TZVPD basis.

The geometry in XYZ format:
```
15
Properties=species:S:1:pos:R:3:lowdin_charge:R:1
S 2.25741 1.02216 -0.58085 0.731
F -5.77804 0.78334 -0.38648 0.053
F -5.50175 -0.90489 0.99054 0.123
F -4.96695 -1.13645 -1.01468 0.129
N -1.53929 1.00635 -0.79766 0.094
N -2.92667 0.89474 -0.69157 -0.034
C -3.33025 -0.03090 0.12524 0.119
C 2.16261 0.84299 1.03876 -0.655
C 1.02833 0.56768 1.77313 -0.193
C -0.20842 0.62378 1.24746 0.006
C -4.90762 -0.26951 -0.02455 -0.595
C -0.87707 0.77292 0.21331 -0.157
H -3.20699 1.53637 -1.48477 0.196
H 3.08685 0.83661 1.64891 0.065
H 1.03435 0.38562 2.86328 0.116
```

Properties
Maximum force: 0.0958 Eh/bohr
LUMO energy: -2.27 eV
Multiplicity: 1
Gap between HOMO and LUMO: 6.93 eV

***

Record 2
This record from the OMol25 dataset describes a cluster of 17 separate species, C22H78N6O17 in total in a non-equilibrium geometry. The level of theory is the ωB97M-V functional and the def2-TZVPD basis.

The geometry in XYZ format:
```
123
Properties=species:S:1:pos:R:3:lowdin_charge:R:1
O -2.36100 3.24762 -0.67076 -0.153
O -1.89974 1.02196 -4.02003 -0.112
O 3.05395 1.47100 4.31713 -0.116
O -1.15862 -3.02217 -0.77580 -0.126
O -3.26413 -2.93859 -2.73383 -0.099
O -2.38421 -3.07862 1.65489 -0.128
O 2.77605 -2.33318 -3.14746 -0.109
O -0.20750 4.58010 -2.46495 -0.129
O -2.58390 0.23011 2.04108 -0.171
O -3.86891 -1.04437 -0.13378 -0.131
O 2.37914 2.64804 -1.26989 -0.142
O 0.24790 3.21120 0.43754 -0.083
O 1.65486 -0.76471 3.01434 -0.143
O -0.00208 1.25039 3.83919 -0.069
O 0.45202 -0.90868 0.63944 -0.083
O 4.10210 1.07898 -0.08751 -0.117
O 2.17758 -4.52049 1.50747 -0.059
N -0.05248 3.56251 4.28741 0.148
N 0.54754 4.91147 1.92323 0.171
N -0.91770 4.48358 -4.79849 0.159
N 0.35149 5.39091 -0.19807 0.189
N -2.22310 3.56486 -3.28977 0.113
N -1.41603 2.77950 2.80870 0.193
C 1.95492 2.18120 -2.53728 -0.137
C -1.38563 -5.23842 -1.46031 -0.054
C -0.47016 2.49870 3.65922 -0.606
C 1.80548 -1.49814 -2.56571 -0.160
C -3.40333 2.79593 0.19531 -0.097
C -0.45740 -4.25420 -0.72497 -0.241
C -3.17661 -4.27448 1.71681 -0.117
C -2.44738 -0.64247 3.19049 -0.117
C 5.60142 -0.80797 0.26529 -0.069
C -1.09187 4.24912 -3.53803 -0.489
C 3.47281 -4.17824 -0.39019 -0.057
C -5.00559 -1.47437 0.48719 -0.168
C 2.67503 2.42928 2.26706 -0.094
C -0.90482 1.00880 -5.02387 -0.149
C 0.39858 4.49547 0.68878 -0.661
C 3.72002 1.75422 3.09889 -0.271
C -0.74523 0.07419 -1.03947 -0.043
C -4.28583 -3.70203 -2.20439 -0.202
C 0.20761 0.28780 0.10402 -0.346
C 4.46149 -0.17452 -0.56656 -0.333
C 2.25164 -1.52811 3.97479 -0.154
C 2.69347 -3.53985 0.72281 -0.386
H 0.54880 3.32171 5.09231 0.157
H 4.75814 0.04602 -1.58343 0.108
H 0.44022 6.43306 -0.14226 0.155
H -0.34440 0.81587 0.91034 0.100
H 2.70118 1.59484 -3.10984 0.090
H -5.83945 -0.98554 -0.07044 0.106
H -3.27768 -1.33055 3.11089 0.055
H -0.38004 -0.55291 -1.79764 0.032
H 1.66537 -1.82817 -1.52988 0.056
H 0.71085 5.88083 2.09180 0.116
H 3.28709 -2.75705 1.34233 0.121
H -2.51959 -0.37690 1.27917 0.040
H -4.13119 -4.71512 -2.59037 0.079
H -4.39649 -3.76109 -1.11649 0.040
H -1.40117 4.00272 -5.54868 0.118
H 0.99066 -0.16360 3.45969 0.064
H 4.65468 2.27491 3.17529 0.111
H -3.04518 3.50981 -4.01016 0.187
H -2.51240 -0.01668 4.10724 0.090
H -0.27493 -4.53941 0.30515 0.108
H 3.34581 1.41942 -0.62822 0.033
H -1.50310 -1.15417 3.13515 0.064
H -1.56135 -4.89944 -2.46990 0.075
H -0.74337 -2.38745 -0.18493 0.049
H -5.13746 -2.55343 0.41299 0.051
H -1.51428 -0.59484 -0.70259 0.050
H 1.08515 1.54312 -2.44769 0.053
H -3.32109 1.70105 0.29381 0.073
H -2.34574 3.23499 -2.28828 0.089
H 3.95030 0.72680 2.71769 0.105
H 0.45164 4.20545 2.65630 0.042
H 1.87879 1.78328 1.90217 0.064
H 0.21299 5.05357 -1.19575 0.027
H 1.83055 -2.90171 0.40300 0.087
H -3.39274 3.34095 1.17929 0.090
H 2.19841 1.05988 4.12570 0.024
H -0.98000 -6.24760 -1.40161 0.084
H 1.61435 -2.02734 4.69013 0.093
H -0.52286 1.95813 -5.25240 0.035
H -4.33027 3.04762 -0.25904 0.069
H -0.00474 4.94250 -5.11686 0.171
H 5.68357 -1.87521 -0.07943 0.067
H 1.17249 0.72128 -0.13915 0.102
H -3.96447 -4.33260 0.89009 0.079
H -2.50581 -5.09649 1.49908 0.063
H -2.36275 -5.33733 -1.03637 0.047
H 6.52706 -0.23140 0.14668 0.068
H -1.59876 3.71881 2.48394 0.107
H 3.95880 -5.12825 -0.11169 0.096
H -5.32672 -3.37208 -2.44785 0.095
H -4.07819 -0.92025 -1.06825 0.100
H -0.61650 4.42144 4.27019 0.143
H -1.15921 0.93707 -1.55186 0.071
H -0.01830 0.43016 -4.79980 0.071
H -1.31744 0.56810 -5.94555 0.086
H 3.65515 -1.96607 -3.07317 0.067
H -1.53929 3.17487 -0.16716 0.037
H 3.05242 2.76387 1.30353 0.065
H 0.82520 -1.59295 -3.04826 0.084
H 2.75121 -4.33580 -1.13379 0.039
H 2.29384 3.33532 2.71170 0.058
H 2.80719 -2.29518 3.44833 0.074
H 1.66526 2.98066 -0.70785 0.038
H 4.21029 -3.51685 -0.80397 0.050
H 5.43660 -0.84312 1.38413 0.079
H -1.47852 2.03940 2.12703 0.072
H -4.97815 -1.26562 1.54845 0.081
H 0.89661 -0.69888 1.49154 0.064
H 0.48786 -4.10361 -1.26107 0.108
H -2.26364 -2.89807 0.74195 0.007
H 2.97357 -0.98384 4.50554 0.063
H -2.49373 -2.99190 -2.17818 0.022
H -2.12381 1.93942 -3.90910 -0.025
H 3.50810 -0.70543 -0.41571 0.101
H 2.18724 -0.47334 -2.56774 0.059
H 1.60233 -4.10970 2.16061 0.089
H 1.61286 3.08888 -3.11812 0.080
H -3.59963 -4.43221 2.70735 0.082
```

Properties
Energy above the lowest of the compared OMol25 structures with the same formula, charge and spin: 0.0000 eV
Maximum force: 0.1713 Eh/bohr
LUMO energy: 0.12 eV
Multiplicity: 1
Gap between HOMO and LUMO: 8.90 eV

***

Record 3
This record from the OMol25 dataset describes the molecule C4H11NOS in a non-equilibrium geometry. The level of theory is the ωB97M-V functional and the def2-TZVPD basis.

The geometry in XYZ format:
```
18
Properties=species:S:1:pos:R:3:lowdin_charge:R:1
S 1.15682 -2.46332 -1.03337 0.651
O -1.49879 0.66293 1.77605 -0.071
N -0.92794 2.03955 0.04421 -0.080
C 0.98218 -1.00756 0.08774 -0.536
C 0.04470 -0.09859 -0.67627 -0.344
C 0.24889 1.42586 -0.61225 -0.220
C -0.95562 1.90575 1.49100 -0.307
H 0.68572 -1.11570 1.11532 0.067
H 0.33239 1.74346 -1.73229 0.134
H -1.76448 1.96298 -0.47025 0.089
H 0.20491 -2.16918 -2.05629 -0.092
H -1.52795 2.74426 1.96988 0.128
H 1.20898 1.64736 -0.02784 0.129
H 0.33493 -0.23398 -1.75440 0.065
H -1.02051 -0.11236 -0.54279 0.098
H 0.08957 1.80546 1.85358 0.128
H 1.98307 -0.61560 0.17579 0.055
H -2.47076 0.82345 1.74400 0.108
```

Properties
Energy above the lowest of the compared OMol25 structures with the same formula, charge and spin: 2.7436 eV
Maximum force: 0.0757 Eh/bohr
LUMO energy: 0.80 eV
Multiplicity: 1
Gap between HOMO and LUMO: 9.34 eV

***

Please write out number 3 again, unchanged.
This record from the OMol25 dataset describes the molecule C4H11NOS in a non-equilibrium geometry. The level of theory is the ωB97M-V functional and the def2-TZVPD basis.

The geometry in XYZ format:
```
18
Properties=species:S:1:pos:R:3:lowdin_charge:R:1
S 1.15682 -2.46332 -1.03337 0.651
O -1.49879 0.66293 1.77605 -0.071
N -0.92794 2.03955 0.04421 -0.080
C 0.98218 -1.00756 0.08774 -0.536
C 0.04470 -0.09859 -0.67627 -0.344
C 0.24889 1.42586 -0.61225 -0.220
C -0.95562 1.90575 1.49100 -0.307
H 0.68572 -1.11570 1.11532 0.067
H 0.33239 1.74346 -1.73229 0.134
H -1.76448 1.96298 -0.47025 0.089
H 0.20491 -2.16918 -2.05629 -0.092
H -1.52795 2.74426 1.96988 0.128
H 1.20898 1.64736 -0.02784 0.129
H 0.33493 -0.23398 -1.75440 0.065
H -1.02051 -0.11236 -0.54279 0.098
H 0.08957 1.80546 1.85358 0.128
H 1.98307 -0.61560 0.17579 0.055
H -2.47076 0.82345 1.74400 0.108
```

Properties
Energy above the lowest of the compared OMol25 structures with the same formula, charge and spin: 2.7436 eV
Maximum force: 0.0757 Eh/bohr
LUMO energy: 0.80 eV
Multiplicity: 1
Gap between HOMO and LUMO: 9.34 eV